293
Properties=species:S:1:pos:R:3 method="wB97M-V/def2-TZVPD" e_homo_ev=-15.776 charge=+3 total_energy_ha=-17687.9464 homo_lumo_gap_ev=11.4
As 20.89917 15.61266 19.77872
As 20.44855 26.25448 14.79343
As 23.77715 16.43993 12.16698
As 16.65238 19.28324 13.65694
As 15.79887 22.91507 20.17535
F 21.71366 26.87256 13.60955
F 25.21407 15.50157 12.64485
F 15.99572 24.20351 18.91598
F 15.58051 24.17908 21.43819
F 24.40003 17.59740 13.42441
F 17.54036 20.82927 13.57099
F 20.83835 24.59368 14.25641
F 19.27881 25.69009 16.01823
F 22.59658 15.99042 19.56377
F 21.80863 26.11342 16.02307
F 14.07217 22.81363 19.94741
F 19.11813 15.34580 19.96956
F 21.14452 15.10223 21.43570
F 15.77108 21.67361 21.45486
F 15.75469 17.69109 13.93531
F 18.10281 18.45801 14.28595
F 22.86639 15.61350 13.50102
F 20.68482 17.28011 20.37275
F 19.99504 27.94145 15.27071
F 20.59456 16.14395 18.08944
F 16.22395 19.56895 15.38180
F 24.73743 17.26068 10.90498
F 21.01683 13.91848 19.23006
F 19.14876 26.42274 13.52974
F 17.58377 23.07285 20.47178
F 17.03452 18.77038 11.98098
F 23.20744 15.22653 11.03400
F 22.38771 17.48970 11.87912
F 15.06721 19.99136 13.10037
F 16.24347 21.67134 18.97141
N 18.50925 14.54776 13.30692
N 12.80106 15.17305 15.16995
N 19.08576 28.02452 19.38266
N 24.30043 12.81260 17.19981
N 18.14643 20.96461 24.81258
N 14.80700 23.89616 15.27081
N 28.95396 21.19077 14.30700
N 19.34132 19.83102 17.78878
C 22.61274 11.78287 15.76716
C 12.86000 15.95894 13.82754
C 16.78046 12.96478 12.24996
C 27.99825 21.30508 15.47387
C 29.35024 22.62554 13.89751
C 30.93432 21.73801 15.52320
C 18.70530 29.18022 20.31132
C 20.58700 18.93580 15.82002
C 18.52200 28.77629 21.79543
C 11.45268 15.30653 15.83455
C 26.62703 21.58026 15.05373
C 19.41806 22.05117 16.53632
C 30.40153 23.07890 14.93190
C 17.28148 20.60309 26.02725
C 12.41087 22.32157 15.47385
C 25.37558 12.57544 19.41145
C 17.50017 27.61164 21.86989
C 20.49281 27.52642 19.69479
C 20.68284 19.34796 17.25930
C 18.02477 26.88076 19.61684
C 19.60273 21.16764 25.27204
C 20.44859 20.16306 23.14385
C 19.08656 28.47394 17.93531
C 15.97146 26.02532 14.72735
C 13.60816 17.08549 16.59123
C 17.33574 11.39947 10.20104
C 19.98718 14.45573 13.74816
C 18.64516 20.78275 16.75249
C 16.70219 24.41393 24.41426
C 24.67071 11.37095 16.86525
C 24.13618 12.95740 18.70879
C 25.20289 15.15805 17.03333
C 13.87260 15.65959 16.17475
C 11.96224 15.32373 12.72861
C 18.77794 16.47861 10.00425
C 23.96095 11.14535 15.50016
C 19.51649 20.58540 19.13670
C 21.95579 18.27874 15.52628
C 12.36383 13.83254 12.52005
C 18.20334 13.16378 12.69538
C 19.00972 19.94897 22.66356
C 25.77554 21.91130 16.25320
C 20.20395 21.92752 18.91800
C 14.86646 17.58587 17.29515
C 18.07458 19.78548 23.84801
C 19.95636 14.35691 15.28531
C 17.51137 22.25134 24.21023
C 30.26948 20.64472 14.80933
C 22.96796 13.08507 16.53586
C 24.99559 12.45590 20.88648
C 22.25821 26.01533 19.25480
C 27.44338 18.38011 12.26644
C 28.23378 18.99504 13.53939
C 12.64940 23.18481 14.22328
C 17.64532 14.89059 14.51690
C 20.51413 21.43389 24.09810
C 24.35212 22.14214 15.87956
C 17.98590 26.42445 21.04194
C 19.01291 15.26829 10.94720
C 13.74328 21.82907 16.06027
C 25.42181 13.69651 16.73273
C 25.85925 15.99574 15.93528
C 18.45555 18.62756 17.95843
C 15.69658 23.23605 14.17604
C 13.41196 24.39425 14.60724
C 17.33916 23.32664 25.21630
C 13.19835 13.64291 14.83249
C 15.46146 25.12922 15.78628
C 12.25868 13.04484 13.80068
C 19.46150 22.81717 17.91119
C 18.61426 15.07548 15.66283
C 25.77526 17.47838 16.32672
C 14.59631 22.97119 16.46127
C 18.32232 15.60140 12.24016
C 16.45125 27.25834 15.42158
C 16.59161 11.58613 11.53910
C 20.79721 26.18500 19.08355
C 28.43040 20.43703 13.14232
H 16.22511 20.56986 25.70940
H 26.15472 22.83052 16.70943
H 25.38002 15.80591 14.97790
H 18.39452 18.89835 24.40037
H 27.66068 18.91077 14.46085
H 23.74322 22.38009 16.75696
H 16.62854 25.34520 24.97102
H 19.49811 29.93491 20.32886
H 20.03203 23.73500 17.81088
H 16.56041 21.89125 23.79114
H 13.38196 17.74379 15.74152
H 17.06937 27.33740 19.33008
H 19.76906 18.25406 15.66989
H 22.20876 17.46879 16.23650
H 24.76998 17.82162 16.54226
H 15.22677 26.32108 13.98251
H 20.78629 14.81479 15.82287
H 13.17224 13.05681 15.75772
H 18.22509 18.19326 16.98614
H 18.98965 26.13656 21.37763
H 15.57576 22.63798 16.79602
H 13.61912 25.07488 13.77285
H 11.93040 22.91816 16.24860
H 26.15391 13.32215 19.43308
H 16.91035 12.08203 9.46185
H 15.65953 17.87323 16.60459
H 19.29440 16.30194 9.06829
H 29.81891 22.51492 12.93897
H 13.67103 21.15774 16.91147
H 20.63178 27.40452 20.78288
H 18.50373 20.72597 19.52129
H 18.63171 14.38504 10.45897
H 12.03808 15.89144 11.81095
H 18.09280 28.75446 17.60545
H 29.11706 20.52436 12.30999
H 29.99648 19.74360 15.36426
H 28.10009 20.34906 15.97210
H 20.02343 20.29175 25.76720
H 20.30539 22.41140 19.89598
H 17.54041 18.96535 18.42706
H 18.41981 12.41069 13.46277
H 23.91747 21.24032 15.42842
H 21.09976 20.32862 22.27235
H 19.95356 13.29716 15.56700
H 17.59704 19.62675 26.37907
H 22.81977 26.71373 18.62554
H 27.35555 17.30288 12.27284
H 13.88277 14.99209 17.04302
H 23.91364 10.08480 15.25297
H 11.77908 21.43759 15.25678
H 11.24729 13.08696 14.20280
H 17.23729 15.72010 12.14310
H 24.50920 11.65354 14.69151
H 17.04325 19.70192 23.50962
H 17.38399 27.32443 22.91464
H 19.46880 27.65760 17.31745
H 17.71208 16.55634 9.80129
H 28.47653 23.28080 13.80875
H 14.72393 25.64676 16.40444
H 20.18227 25.37844 19.50316
H 22.02881 17.85244 14.52549
H 20.90558 18.48620 17.88798
H 23.92935 14.00831 18.94084
H 11.21353 16.35484 15.95126
H 25.46453 13.46099 15.68179
H 15.73668 23.93968 13.34758
H 18.81108 16.14867 15.71218
H 16.79611 25.52078 14.22435
H 21.23600 21.79515 18.54579
H 18.66004 16.48207 12.77450
H 21.07493 28.40439 19.37594
H 26.91961 15.68776 15.84697
H 22.63005 25.01087 19.03544
H 10.94783 15.42992 13.11059
H 21.53354 21.61392 24.47300
H 20.14354 19.92153 19.76113
H 12.97111 24.99574 15.39917
H 18.24103 26.04733 18.94039
H 17.19691 27.01393 16.17956
H 11.71684 13.36012 11.78182
H 14.10881 23.55320 17.25422
H 11.45358 14.78455 16.78587
H 15.32249 16.84284 17.97132
H 24.43674 11.54650 21.09204
H 30.84236 20.32313 13.93329
H 20.48265 15.39283 13.49183
H 20.45044 21.83703 16.22089
H 16.32399 24.86078 16.41798
H 26.58342 22.44501 14.39784
H 16.67390 23.08961 14.63518
H 20.22565 22.35515 23.55265
H 12.52536 16.94821 14.09097
H 10.72114 14.88306 15.14564
H 16.07238 12.97477 13.12930
H 18.99506 22.65758 15.73467
H 15.25619 22.28781 13.86803
H 17.20942 15.84710 14.23838
H 20.09369 15.18897 11.17167
H 24.13158 15.34324 17.03532
H 20.55018 13.63168 13.31146
H 25.75804 11.29515 16.80056
H 27.99059 18.66951 11.38366
H 14.75671 18.50556 17.90561
H 19.49041 28.41139 22.14943
H 25.90604 12.39289 21.48774
H 15.69158 24.23404 24.07841
H 18.28832 29.65396 22.38418
H 29.16971 18.43968 13.67243
H 31.15287 23.71510 14.48308
H 14.25471 21.22220 15.31236
H 15.50065 11.46413 11.50353
H 21.42643 20.10258 17.43628
H 22.09542 11.07272 16.43454
H 26.23882 20.72109 14.50554
H 26.40304 17.64246 17.20362
H 11.76006 23.57942 13.73202
H 16.84370 14.17959 14.76310
H 18.45432 23.04061 18.28725
H 24.19970 22.96038 15.15215
H 25.56458 15.40646 18.04055
H 14.80497 15.59615 15.60834
H 25.81836 11.65653 19.03743
H 22.04097 11.85527 14.84169
H 18.21724 14.77795 16.63510
H 20.56594 26.25626 18.02822
H 12.76454 17.15464 17.28668
H 14.21367 13.72167 14.44528
H 18.93162 17.90661 18.64474
H 17.66101 20.98123 17.15894
H 24.25100 10.72797 17.64038
H 28.46088 22.04006 16.12792
H 13.39199 13.74158 12.11059
H 22.72599 19.05193 15.55896
H 18.90753 13.05148 11.87607
H 17.78732 29.65799 19.93091
H 19.62147 22.03557 25.92267
H 17.40639 21.33771 26.82224
H 22.50875 26.20033 20.31046
H 12.46209 11.96270 13.67339
H 16.74554 22.98475 26.06211
H 16.95200 27.92863 14.73203
H 19.73916 29.35241 17.87477
H 22.37014 13.46277 17.36170
H 13.20347 22.69887 13.40708
H 18.80740 20.76938 21.97849
H 29.93320 23.64624 15.73215
H 26.34538 13.36442 17.18574
H 23.24408 12.40265 18.95374
H 15.62341 27.79172 15.93928
H 18.54777 20.22499 15.82304
H 18.17616 22.55066 23.39656
H 23.13800 13.90782 15.81622
H 17.36353 25.52778 20.99320
H 32.01869 21.63191 15.45124
H 16.44070 13.80084 11.61152
H 30.70127 21.71304 16.58310
H 20.44550 19.80699 15.17431
H 17.26986 24.64493 23.51369
H 20.85198 19.28067 23.65870
H 24.41440 13.31999 21.24113
H 18.29759 23.71189 25.56690
H 26.42578 18.81542 12.21154
H 18.38903 11.60675 10.34276
H 16.52101 27.94583 21.50212
H 19.12326 17.40829 10.44490
H 16.93946 10.79964 12.20930
H 17.18013 10.36170 9.91272
H 27.47192 20.87341 12.86115
H 19.08889 19.04276 22.06099
H 13.90682 16.02434 13.48107
H 25.80768 21.13767 17.01369
H 26.19935 18.06387 15.51342